Entry 1:
DFT (ωB97M-V/def2-TZVPD) results for 6 unconnected molecules or ions with the total composition C39H61F5N6O8.

XYZ file:
```
119
Properties=species:S:1:pos:R:3
N 1.984 -2.291 4.013
C 0.520 -2.466 4.032
C -0.105 -2.735 2.574
C 0.259 -1.498 1.705
C 1.364 -1.446 0.902
C 2.389 -2.608 0.696
C 2.011 -3.096 -0.876
C 0.466 -2.827 -1.302
O 1.078 -4.227 -0.989
C 1.603 -0.128 0.136
O 2.306 -0.065 -0.857
C 0.935 1.200 0.647
C 1.667 2.497 0.205
C 3.144 2.420 0.817
C 4.289 2.595 -0.252
C 4.235 3.956 -1.036
F 5.535 4.483 -1.083
F 3.481 4.895 -0.352
C 3.759 3.839 -2.550
F 3.239 2.629 -2.892
F 2.838 4.827 -2.775
F 4.851 4.035 -3.373
C -0.203 1.162 1.418
C -0.872 2.492 1.873
C -2.418 2.417 2.153
C -3.300 2.180 0.892
C -4.131 0.967 0.771
C -4.994 0.701 -0.379
C -5.096 1.645 -1.493
C -4.293 2.874 -1.384
C -3.410 3.126 -0.234
C -0.714 -0.262 1.769
O -1.844 -0.514 2.142
H 2.440 -3.053 3.510
H 2.225 -1.382 3.623
H 0.096 -1.466 4.340
H 0.202 -3.242 4.775
H 0.269 -3.683 2.118
H -1.214 -2.834 2.734
H 3.452 -2.270 0.654
H 2.206 -3.501 1.347
H 2.813 -2.947 -1.687
H 0.226 -2.680 -2.380
H -0.302 -3.001 -0.512
H 1.759 2.569 -0.909
H 1.221 3.441 0.593
H 3.295 3.242 1.574
H 3.349 1.464 1.365
H 4.400 1.703 -0.932
H 5.256 2.627 0.331
H -0.722 3.346 1.155
H -0.386 2.835 2.835
H -2.688 1.637 2.918
H -2.762 3.396 2.603
H -4.148 0.194 1.581
H -5.587 -0.248 -0.414
H -5.761 1.425 -2.357
H -4.396 3.613 -2.225
H -2.848 4.093 -0.231
C 2.368 -8.527 1.987
N 2.009 -7.131 1.834
C 1.376 -6.689 0.606
C 2.242 -6.220 2.792
O 1.957 -5.033 2.710
H 3.070 -8.805 1.198
H 1.467 -9.139 1.905
H 2.833 -8.704 2.957
H 1.997 -5.924 0.145
H 0.404 -6.254 0.842
H 1.247 -7.522 -0.082
H 2.729 -6.640 3.687
C -3.627 -3.901 -1.397
N -3.069 -5.161 -1.850
C -2.915 -5.393 -3.274
C -2.687 -6.129 -0.982
O -2.214 -7.205 -1.296
H -4.632 -3.786 -1.812
H -2.991 -3.085 -1.749
H -3.683 -3.868 -0.310
H -3.490 -6.275 -3.560
H -1.861 -5.576 -3.496
H -3.263 -4.529 -3.839
H -2.847 -5.852 0.073
C -3.526 8.693 -2.272
N -3.616 7.284 -2.598
C -2.406 6.565 -2.956
C -4.793 6.615 -2.578
O -4.931 5.436 -2.840
H -3.123 9.235 -3.131
H -2.860 8.822 -1.416
H -4.507 9.097 -2.025
H -2.517 6.151 -3.960
H -2.255 5.741 -2.255
H -1.546 7.232 -2.927
H -5.647 7.251 -2.294
C 4.951 2.692 -5.809
N 4.677 2.365 -7.195
C 5.694 2.630 -8.195
C 3.500 1.820 -7.586
O 3.211 1.524 -8.729
H 5.153 3.762 -5.729
H 5.826 2.129 -5.475
H 4.103 2.441 -5.175
H 5.294 3.318 -8.942
H 5.963 1.695 -8.691
H 6.578 3.066 -7.731
H 2.798 1.660 -6.750
C -3.039 -0.012 8.326
N -1.987 -0.525 7.472
C -2.253 -0.703 6.056
C -0.759 -0.844 7.955
O 0.161 -1.277 7.292
H -3.897 -0.689 8.285
H -3.340 0.977 7.971
H -2.697 0.068 9.357
H -2.106 -1.752 5.790
H -1.552 -0.096 5.478
H -3.274 -0.406 5.821
H -0.663 -0.672 9.040
```

Summary:
charge: 0
frontier orbital gap: 7.7 eV
SMILES: NCCC1=C(C[C@@H]2CO2)C(=O)C(CCCC(F)(F)C(F)(F)F)=C(CCc2ccccc2)C1=O.CN(C)C=O.CN(C)C=O.CN(C)C=O.CN(C)C=O.CN(C)C=O
E_HOMO: -0.30994 Eh
total energy: -2952.27526 hartree


Entry 2:
DFT (ωB97M-V/def2-TZVPD) results for a molecular structure, C22H41ClNOP3W.

XYZ file:
```
70
Properties=species:S:1:pos:R:3
W 0.298 0.833 0.305
P 1.681 1.100 2.158
P -0.622 2.648 -0.775
P 1.823 0.085 -1.245
H -0.423 -3.985 0.861
C 0.628 -4.087 1.134
C 1.106 -3.673 2.316
H 0.454 -3.237 3.080
C 0.777 1.382 3.721
C 3.003 2.368 2.216
C 2.613 -0.436 2.527
C -2.154 2.018 -1.560
C -1.212 4.110 0.151
C 0.288 3.426 -2.157
C 2.292 -1.642 -0.919
C 3.405 0.990 -1.382
C 1.211 0.014 -2.963
H 1.265 -4.596 0.400
H 2.156 -3.835 2.589
H 0.051 0.581 3.913
H 0.240 2.339 3.683
H 1.504 1.409 4.546
H 2.543 3.365 2.269
H 3.633 2.320 1.319
H 3.617 2.202 3.112
H 1.972 -1.329 2.508
H 3.043 -0.336 3.535
H 3.428 -0.582 1.807
H -2.451 2.713 -2.359
H -2.963 1.961 -0.819
H -2.016 1.017 -1.990
H -1.465 4.901 -0.569
H -0.420 4.470 0.819
H -2.096 3.860 0.750
H -0.142 4.424 -2.320
H 0.188 2.838 -3.077
H 1.351 3.536 -1.911
H 2.935 -1.986 -1.742
H 1.378 -2.252 -0.882
H 2.825 -1.745 0.033
H 4.039 0.461 -2.110
H 3.928 1.026 -0.418
H 3.235 2.015 -1.737
H 1.911 -0.599 -3.548
H 1.151 1.016 -3.406
H 0.220 -0.458 -2.996
C -1.450 -2.318 -1.892
C -2.737 -1.688 -2.060
C -3.286 -1.568 -3.322
C -2.679 -2.179 -4.429
C -1.514 -2.941 -4.261
C -0.925 -3.062 -3.018
O -0.763 -2.139 -0.834
H 0.911 2.331 0.656
H -3.186 -1.247 -1.173
H -4.210 -1.000 -3.444
H -3.123 -2.070 -5.420
H -1.064 -3.448 -5.118
H -0.012 -3.633 -2.850
Cl -4.262 1.433 3.691
C -3.141 0.342 2.984
C -3.099 -0.990 3.377
C -2.150 -1.812 2.771
C -1.275 -1.280 1.837
N -1.300 0.029 1.486
C -2.263 0.840 2.021
H -3.791 -1.355 4.126
H -2.060 -2.871 3.003
H -0.570 -1.909 1.297
H -2.278 1.883 1.711
```

Summary:
charge: +4
frontier orbital gap (spin up / spin down): 3.4 / 4.7 eV
E_HOMO (spin up / spin down): -0.70790 / -0.73735 Eh
<S²>: 2.033
total energy: -2542.54281 hartree
2S+1: 3


Entry 3:
DFT (ωB97M-V/def2-TZVPD) results for 2 unconnected molecules or ions with the total composition C4H9NO2.

XYZ file:
```
16
Properties=species:S:1:pos:R:3
C -0.745 0.135 -1.800
N -1.067 1.857 -0.393
C -1.173 1.026 0.497
O -0.967 -0.372 0.069
C 0.076 -1.137 0.696
C 1.302 -0.295 1.037
O 1.788 0.417 -0.075
H 0.109 0.732 -2.083
H -0.579 -0.936 -1.914
H -1.691 0.473 -2.200
H -1.441 1.044 1.556
H -0.328 -1.629 1.589
H 0.337 -1.913 -0.032
H 1.075 0.379 1.876
H 2.100 -0.967 1.372
H 1.204 1.182 -0.195
```

Summary:
charge: 0
frontier orbital gap: 8.7 eV
E_HOMO: -0.30711 Eh
total energy: -362.86311 hartree


Entry 4:
DFT (ωB97M-V/def2-TZVPD) results for 2 unconnected molecules or ions with the total composition CH3N3O.

XYZ file:
```
8
Properties=species:S:1:pos:R:3
N 0.633 -0.648 0.856
C 1.348 -0.056 0.109
N 2.234 0.135 -0.697
H 0.327 -0.599 1.801
H 2.473 0.944 -1.225
N -1.482 -0.134 -0.604
O -2.311 0.573 -0.071
H -1.420 0.009 -1.603
```

Summary:
charge: 0
frontier orbital gap: 8.8 eV
SMILES: N=C=N.N=O
E_HOMO: -0.33135 Eh
total energy: -279.26747 hartree


Copy entry 4 word for word.
DFT (ωB97M-V/def2-TZVPD) results for 2 unconnected molecules or ions with the total composition CH3N3O.

XYZ file:
```
8
Properties=species:S:1:pos:R:3
N 0.633 -0.648 0.856
C 1.348 -0.056 0.109
N 2.234 0.135 -0.697
H 0.327 -0.599 1.801
H 2.473 0.944 -1.225
N -1.482 -0.134 -0.604
O -2.311 0.573 -0.071
H -1.420 0.009 -1.603
```

Summary:
charge: 0
frontier orbital gap: 8.8 eV
SMILES: N=C=N.N=O
E_HOMO: -0.33135 Eh
total energy: -279.26747 hartree


What did the second record say?
DFT (ωB97M-V/def2-TZVPD) results for a molecular structure, C22H41ClNOP3W.

XYZ file:
```
70
Properties=species:S:1:pos:R:3
W 0.298 0.833 0.305
P 1.681 1.100 2.158
P -0.622 2.648 -0.775
P 1.823 0.085 -1.245
H -0.423 -3.985 0.861
C 0.628 -4.087 1.134
C 1.106 -3.673 2.316
H 0.454 -3.237 3.080
C 0.777 1.382 3.721
C 3.003 2.368 2.216
C 2.613 -0.436 2.527
C -2.154 2.018 -1.560
C -1.212 4.110 0.151
C 0.288 3.426 -2.157
C 2.292 -1.642 -0.919
C 3.405 0.990 -1.382
C 1.211 0.014 -2.963
H 1.265 -4.596 0.400
H 2.156 -3.835 2.589
H 0.051 0.581 3.913
H 0.240 2.339 3.683
H 1.504 1.409 4.546
H 2.543 3.365 2.269
H 3.633 2.320 1.319
H 3.617 2.202 3.112
H 1.972 -1.329 2.508
H 3.043 -0.336 3.535
H 3.428 -0.582 1.807
H -2.451 2.713 -2.359
H -2.963 1.961 -0.819
H -2.016 1.017 -1.990
H -1.465 4.901 -0.569
H -0.420 4.470 0.819
H -2.096 3.860 0.750
H -0.142 4.424 -2.320
H 0.188 2.838 -3.077
H 1.351 3.536 -1.911
H 2.935 -1.986 -1.742
H 1.378 -2.252 -0.882
H 2.825 -1.745 0.033
H 4.039 0.461 -2.110
H 3.928 1.026 -0.418
H 3.235 2.015 -1.737
H 1.911 -0.599 -3.548
H 1.151 1.016 -3.406
H 0.220 -0.458 -2.996
C -1.450 -2.318 -1.892
C -2.737 -1.688 -2.060
C -3.286 -1.568 -3.322
C -2.679 -2.179 -4.429
C -1.514 -2.941 -4.261
C -0.925 -3.062 -3.018
O -0.763 -2.139 -0.834
H 0.911 2.331 0.656
H -3.186 -1.247 -1.173
H -4.210 -1.000 -3.444
H -3.123 -2.070 -5.420
H -1.064 -3.448 -5.118
H -0.012 -3.633 -2.850
Cl -4.262 1.433 3.691
C -3.141 0.342 2.984
C -3.099 -0.990 3.377
C -2.150 -1.812 2.771
C -1.275 -1.280 1.837
N -1.300 0.029 1.486
C -2.263 0.840 2.021
H -3.791 -1.355 4.126
H -2.060 -2.871 3.003
H -0.570 -1.909 1.297
H -2.278 1.883 1.711
```

Summary:
charge: +4
frontier orbital gap (spin up / spin down): 3.4 / 4.7 eV
E_HOMO (spin up / spin down): -0.70790 / -0.73735 Eh
<S²>: 2.033
total energy: -2542.54281 hartree
2S+1: 3


Among the records above, which one has the highest charge?
C22H41ClNOP3W